{"formula": "C2H5OS", "method": "the ωB97M-V functional and the def2-TZVPD basis", "symbols": ["H", "C", "S", "H", "H", "O", "C", "H", "H"], "positions_angstrom": [[0.783629, 0.122376, -0.772570], [-1.070763, -0.213082, 0.897098], [2.423710, -1.175288, -0.197071], [-1.959540, -0.093715, 1.516450], [2.875000, -0.368198, -1.173771], [0.014630, 0.709346, -1.030700], [-0.964980, 0.624600, -0.126747], [-1.746506, 1.354775, -0.296827], [-0.355182, -0.960814, 1.184136]], "atomic_forces_ev_per_a": [[0.0, -0.2, 0.1], [-0.8, 0.1, 0.6], [-0.1, 0.2, -0.1], [0.2, -0.1, -0.1], [0.1, -0.1, 0.0], [0.1, 0.2, -0.1], [0.3, -0.1, -0.2], [-0.1, 0.1, -0.1], [0.3, -0.1, -0.2]], "total_charge": -1, "lumo_energy_ev": 4.21, "total_energy_ha": -552.6524, "de_lowest_kj_mol": 13.08, "homo_energy_ev": -3.03, "largest_force_ev_per_a": 1.00, "gap_ev": 7.242}



{"formula": "C2H5P", "method": "the ωB97M-V functional and the def2-TZVPD basis", "symbols": ["P", "C", "H", "H", "H", "C", "H", "H"], "positions_angstrom": [[-0.859662, -0.590360, 0.608431], [0.645877, -1.313778, 0.266643], [-1.446956, 1.820162, -0.085816], [-0.449021, 0.746762, -1.254828], [0.802264, 1.608037, 0.598351], [-0.809610, 0.922640, -0.332477], [1.161438, -0.854190, -0.466182], [0.955670, -2.339273, 0.665878]], "atomic_forces_ev_per_a": [[1.0, -1.5, 1.1], [-3.4, -2.2, 2.5], [0.7, -1.4, -0.5], [1.1, 0.2, -3.4], [-2.5, -0.7, -1.6], [1.4, 2.5, 4.7], [2.4, 1.3, -2.1], [-0.6, 1.7, -0.7]], "total_charge": 0, "lumo_energy_ev": [-0.90, -0.71], "total_energy_ha": -420.3584, "de_lowest_kj_mol": 383.87, "homo_energy_ev": [-8.82, -8.73], "largest_force_ev_per_a": 5.52, "gap_ev": [7.923, 8.021]}



{"formula": "C2H5PS", "method": "the ωB97M-V functional and the def2-TZVPD basis", "symbols": ["C", "H", "H", "S", "H", "P", "H", "H", "C"], "positions_angstrom": [[1.389216, -1.040850, -0.621211], [-0.102544, 0.612885, 1.223039], [0.339777, -2.004680, 1.063876], [-2.164784, -0.390258, -0.281107], [2.118675, -0.362879, -1.110531], [-0.899097, 0.972523, 0.056247], [0.003100, 1.381490, -0.893880], [-1.452087, 2.226052, 0.218288], [0.767748, -1.394285, 0.345281]], "atomic_forces_ev_per_a": [[1.6, 1.8, 0.1], [-0.4, 1.1, -0.8], [-0.9, -0.5, 1.0], [-1.2, -0.9, -0.6], [-1.1, -1.2, 0.0], [0.4, -0.1, 1.4], [0.8, -0.2, -0.5], [-0.2, 0.6, 0.6], [1.0, -0.7, -1.2]], "total_charge": 0, "smiles": "[PH3]=S.C#C", "lumo_energy_ev": 0.83, "total_energy_ha": -818.6145, "de_lowest_kj_mol": 218.98, "homo_energy_ev": -8.74, "largest_force_ev_per_a": 2.46, "gap_ev": 9.566}



{"formula": "C2H5PS", "method": "the ωB97M-V functional and the def2-TZVPD basis", "symbols": ["S", "C", "C", "H", "H", "H", "P", "H", "H"], "positions_angstrom": [[-1.041835, 0.344473, -1.162360], [-0.493588, 1.466668, 0.025439], [-0.110545, -1.178491, -0.812415], [-0.008879, 3.480902, 1.004518], [0.939174, -1.121172, -0.789194], [-0.508101, -1.907468, -0.141669], [-0.996593, 3.061158, 0.153627], [0.111819, 0.950321, 0.913096], [-0.177186, -1.833547, -1.716572]], "atomic_forces_ev_per_a": [[0.6, 0.1, 0.5], [3.0, -6.0, 1.7], [-0.9, -1.2, -2.4], [1.0, 0.4, 0.4], [1.3, 0.9, 0.8], [-0.4, 0.3, 1.4], [-2.6, 3.6, -0.4], [-1.6, 1.0, -1.9], [-0.4, 0.9, -0.1]], "total_charge": 0, "lumo_energy_ev": [0.86, -1.94], "total_energy_ha": -818.5849, "spin_multiplicity": 3, "de_lowest_kj_mol": 41.30, "homo_energy_ev": [-6.08, -9.52], "largest_force_ev_per_a": 6.94, "gap_ev": [6.938, 7.578]}



{"formula": "C2H5PS2", "method": "the ωB97M-V functional and the def2-TZVPD basis", "symbols": ["H", "H", "C", "H", "C", "S", "S", "H", "P", "H"], "positions_angstrom": [[-0.057123, 1.535277, 1.543855], [0.731279, -1.475803, 0.653027], [0.381711, 0.676931, 1.059092], [-1.121687, 1.129400, -0.876972], [0.122677, -0.671853, 1.063748], [-1.510746, -1.475256, -1.862793], [1.361431, 0.445632, -2.145930], [-0.801488, -1.160615, 1.345996], [-0.432528, 0.149731, -1.563276], [1.326473, 0.846555, 0.783253]], "atomic_forces_ev_per_a": [[-1.0, -0.4, -0.1], [0.7, 0.8, -0.1], [-1.6, -3.5, 1.8], [-0.2, 0.5, -0.2], [-1.1, 1.3, 0.1], [0.8, 1.7, 0.3], [-0.5, 0.3, 0.0], [-0.4, 0.6, 0.4], [-0.3, -2.5, -0.8], [3.5, 1.1, -1.4]], "total_charge": 0, "lumo_energy_ev": -0.95, "total_energy_ha": -1216.8711, "de_lowest_kj_mol": 129.96, "homo_energy_ev": -9.33, "largest_force_ev_per_a": 4.27, "gap_ev": 8.380}



{"formula": "C2H5PS2", "method": "the ωB97M-V functional and the def2-TZVPD basis", "symbols": ["H", "C", "H", "H", "H", "S", "C", "P", "H", "S"], "positions_angstrom": [[-2.634432, 0.909931, 0.207728], [0.125687, 0.144527, 1.054544], [0.700881, 0.786706, -0.741030], [1.386610, -0.821857, -0.306627], [0.781289, -0.153236, 1.894606], [-0.470614, 1.878143, 1.235519], [0.549904, -0.177948, -0.347026], [-2.451115, 0.971962, 1.507347], [-0.090352, -0.673138, -0.925698], [-1.433663, -0.892397, 1.646466]], "atomic_forces_ev_per_a": [[-0.7, -0.1, -2.7], [-1.8, -1.5, 1.6], [1.0, 0.8, -1.2], [1.4, -0.3, -0.2], [0.3, 0.6, -1.0], [-0.7, -0.7, 0.6], [2.0, 1.4, 2.8], [0.9, 0.5, 2.4], [-3.3, -1.8, -2.0], [0.9, 0.9, -0.3]], "total_charge": 0, "smiles": "CC1SPS1", "lumo_energy_ev": -0.07, "total_energy_ha": -1216.8928, "de_lowest_kj_mol": 72.98, "homo_energy_ev": -8.80, "largest_force_ev_per_a": 4.25, "gap_ev": 8.729}



{"formula": "C2H5S", "method": "the ωB97M-V functional and the def2-TZVPD basis", "symbols": ["C", "H", "S", "H", "H", "C", "H", "H"], "positions_angstrom": [[-0.229766, 0.740912, 0.263764], [-0.943636, 0.872449, 1.060422], [0.506160, -0.933970, 0.356902], [-0.378345, 1.785704, -1.645613], [0.637963, 1.395067, 0.326782], [-0.923628, 1.028729, -1.075784], [-0.982110, 0.120847, -1.684242], [-1.944340, 1.407220, -0.950885]], "atomic_forces_ev_per_a": [[0.6, -0.7, -0.9], [0.0, 0.3, 0.5], [-0.1, -0.2, 0.1], [0.0, 0.0, -0.1], [-0.3, 0.5, 0.5], [-0.2, 0.0, -0.3], [0.0, 0.1, 0.1], [0.0, 0.0, 0.1]], "total_charge": -1, "smiles": "CC[S-]", "lumo_energy_ev": 4.61, "total_energy_ha": -477.4002, "de_lowest_kj_mol": 18.73, "homo_energy_ev": -2.02, "largest_force_ev_per_a": 1.25, "gap_ev": 6.623}



{"formula": "C2H5S", "method": "the ωB97M-V functional and the def2-TZVPD basis", "symbols": ["S", "C", "C", "H", "H", "H", "H", "H"], "positions_angstrom": [[1.515904, -1.327995, 2.188033], [-0.507441, -0.232228, -0.786902], [-0.687523, 1.001196, -0.300997], [-0.326271, -1.117256, -0.198981], [1.796033, -1.103481, 0.869976], [-0.221819, -0.176365, -1.845743], [-0.447234, 1.999539, -0.631184], [-1.121649, 0.956592, 0.705795]], "atomic_forces_ev_per_a": [[0.1, 0.0, -0.5], [1.2, 2.4, -2.0], [-1.1, -1.6, 2.4], [-0.8, -0.2, 0.2], [-0.1, -0.1, 0.6], [0.3, -0.9, 0.2], [-0.3, -0.2, -1.0], [0.7, 0.6, 0.1]], "total_charge": -1, "lumo_energy_ev": 4.24, "total_energy_ha": -477.3621, "de_lowest_kj_mol": 118.83, "homo_energy_ev": -2.41, "largest_force_ev_per_a": 3.32, "gap_ev": 6.647}



{"formula": "C2H6", "method": "the ωB97M-V functional and the def2-TZVPD basis", "symbols": ["H", "H", "H", "C", "C", "H", "H", "H"], "positions_angstrom": [[1.092377, -1.092444, -0.095607], [-1.233824, 1.557318, 0.451166], [-1.265806, -0.231545, -0.933611], [-0.710998, -0.192003, -0.054368], [0.782513, -0.024649, -0.000457], [1.140198, 0.529242, -0.897921], [-0.964287, -1.006197, 0.603175], [1.159828, 0.460275, 0.927624]], "atomic_forces_ev_per_a": [[0.7, 0.8, 0.2], [0.6, -3.6, -0.7], [-0.4, 0.1, -1.7], [0.3, 3.8, 2.7], [0.1, -0.4, -1.3], [0.0, -0.3, 0.8], [-0.9, 0.3, 0.7], [-0.3, -0.7, -0.7]], "total_charge": 0, "lumo_energy_ev": 0.51, "total_energy_ha": -79.6643, "de_lowest_kj_mol": 335.13, "homo_energy_ev": -9.41, "largest_force_ev_per_a": 4.64, "gap_ev": 9.920}



{"formula": "C2H6AsF6KN2O4", "method": "the ωB97M-V functional and the def2-TZVPD basis", "symbols": ["N", "H", "H", "H", "F", "C", "As", "F", "H", "H", "O", "O", "F", "O", "F", "H", "N", "F", "C", "F", "O", "K"], "positions_angstrom": [[-0.576184, -1.172412, 0.038911], [-2.606580, -0.673166, -0.233034], [-1.858437, -1.566768, -1.566312], [2.934611, -2.039477, 2.992307], [-0.741257, 1.942771, -4.706079], [2.053378, -1.417122, 2.887826], [-0.810525, 1.767864, -2.981613], [-2.316111, 0.899136, -3.102086], [-2.251942, -2.442902, -0.096676], [1.270072, -1.712827, 3.579927], [3.418444, 0.217241, 3.771044], [1.569312, 0.833923, 2.870702], [-0.953436, 1.624947, -1.205531], [-0.515263, -0.345933, 0.948378], [0.662678, 2.684219, -2.837582], [1.722387, -1.449579, 1.853235], [2.384398, -0.013607, 3.196300], [-1.711752, 3.279028, -2.851240], [-1.930773, -1.478924, -0.483198], [0.057089, 0.271908, -2.960745], [0.365319, -1.747309, -0.434707], [-0.165418, 2.538988, 1.320165]], "atomic_forces_ev_per_a": [[-0.6, 0.4, 0.2], [0.1, 0.0, 0.2], [0.2, 0.1, 0.1], [0.1, 0.2, 0.3], [0.1, -0.3, 0.5], [0.0, -0.4, -0.5], [-0.8, 1.1, -0.8], [0.2, 0.0, 0.1], [0.1, 0.1, 0.3], [-0.1, 0.0, -0.1], [0.0, 0.1, 0.0], [-0.2, 0.3, -0.1], [0.3, 0.2, 0.4], [0.2, -0.2, -0.1], [-0.1, -0.4, 0.4], [-0.3, 0.1, 0.1], [0.3, 0.1, 0.2], [0.3, -0.6, 0.1], [-0.2, -0.1, -0.8], [0.0, 0.1, -0.1], [0.2, -0.1, 0.2], [0.1, -0.5, -0.5]], "total_charge": 0, "lumo_energy_ev": -0.86, "total_energy_ha": -3925.1783, "de_lowest_kj_mol": 0.00, "homo_energy_ev": -11.85, "largest_force_ev_per_a": 1.55, "gap_ev": 10.987}